DFT (ωB97M-V/def2-TZVPD) results for a 3-piece molecular cluster, C35H59I2N2O6 overall.

Calculated values
LUMO energy: -4.52 eV
Calculated total energy: -2524.265846 Ha
HOMO: -0.3883 Eh

```
! wB97M-V def2-TZVPD RIJCOSX def2/J DEFGRID3
* xyz 1 1
C 3.89914 -2.28395 0.54592
C 4.95139 -3.06340 -0.46370
C 5.10745 -2.30300 -1.91198
C 6.54832 -1.55735 -2.14900
C 7.07326 -0.64158 -0.89446
C 6.57040 0.92296 -1.07015
C 5.04617 1.00659 -0.47267
C 4.34769 2.40511 -0.96563
C 3.53258 2.31601 -2.38480
C 3.95170 1.44250 -3.70613
C 3.03520 1.42760 -5.05081
C 3.40335 0.51476 -6.39358
I 1.75073 -0.81759 -7.08414
C 4.71507 0.52243 -7.09606
C 4.97306 -0.48292 -8.40701
I 6.36565 1.81513 -6.46018
N 1.81292 2.26166 -5.09351
N 1.48099 2.97446 -3.99065
C 2.10694 3.15424 -2.63898
C 1.41746 4.07774 -1.45931
C -0.20130 3.83048 -1.40146
C -0.66800 2.38699 -0.78355
C 0.23972 1.02822 -0.66029
C -0.32485 -0.42708 -0.05976
C -1.87795 -0.54823 0.45008
C -2.79258 0.83160 0.37733
C -2.23438 2.28139 -0.21911
H 3.51995 -2.94877 1.43393
H 4.44977 -1.33899 1.00582
H 2.99555 -1.88557 -0.12406
H 6.03550 -3.09792 0.02103
H 4.57489 -4.15878 -0.64516
H 5.02542 -3.14673 -2.74556
H 4.16347 -1.59999 -2.10078
H 6.44336 -0.82607 -3.07788
H 7.36909 -2.37498 -2.35281
H 6.70674 -0.98824 0.16355
H 8.25074 -0.60358 -0.86200
H 7.27599 1.62788 -0.41413
H 6.60440 1.29792 -2.18586
H 4.33748 0.12931 -0.78489
H 5.03633 1.02147 0.72064
H 3.70434 2.80157 -0.05436
H 5.22486 3.20243 -1.09313
H 4.92080 0.76159 -3.69161
H 4.49145 0.03956 -9.33746
H 4.49327 -1.55572 -8.24884
H 6.13983 -0.68992 -8.55300
H 0.57395 3.52915 -4.09659
H 1.59349 5.22725 -1.72067
H 1.84311 3.88609 -0.38637
H -0.76150 3.96702 -2.42531
H -0.65303 4.66441 -0.67629
H 1.35902 1.02580 -1.00097
H 0.39938 -1.37457 -0.03895
H -2.25077 -1.58895 0.83500
H -3.90652 0.73137 0.76196
H -2.96472 3.19709 -0.22883
C -6.38311 4.02786 0.82048
O -5.89393 4.18885 2.14316
C -4.46940 4.28677 2.18228
C -4.01954 4.98351 3.46831
O -4.14022 6.41084 3.40138
C -5.47541 6.92600 3.49480
C -6.05552 6.82621 4.90850
O -6.55604 5.50895 5.14831
C -6.72543 5.24243 6.52987
H -5.97956 3.11385 0.36952
H -7.47286 3.95094 0.86381
H -6.12435 4.89733 0.21142
H -4.09885 4.84403 1.31474
H -4.06883 3.26759 2.15658
H -2.94969 4.78945 3.60054
H -4.52437 4.58567 4.35099
H -6.12768 6.46844 2.74922
H -5.39360 7.98779 3.23705
H -6.89422 7.52258 5.01122
H -5.28077 7.07695 5.64212
H -5.76497 5.30223 7.04998
H -7.11314 4.22587 6.63917
H -7.43840 5.94254 6.97087
C -0.05088 -4.49110 1.67623
O -1.24334 -5.20116 1.97382
C -2.36891 -4.68617 1.26089
C -3.46656 -5.74780 1.16184
O -3.22072 -6.71000 0.12741
C -2.19991 -7.67720 0.40912
C -2.63696 -8.72265 1.43920
O -2.49852 -8.20326 2.76368
C -3.24809 -8.94360 3.71157
H -0.15457 -3.43406 1.94743
H 0.76437 -4.92859 2.25874
H 0.19435 -4.58819 0.61589
H -2.07375 -4.36928 0.25445
H -2.74338 -3.82073 1.81825
H -4.39663 -5.24555 0.87474
H -3.65434 -6.23726 2.11965
H -1.26301 -7.19199 0.68749
H -2.02100 -8.19281 -0.54096
H -1.99439 -9.60580 1.36133
H -3.67772 -9.01062 1.25158
H -4.31510 -8.89466 3.47564
H -3.09291 -8.49698 4.69752
H -2.91387 -9.98312 3.73727
*
```